No. 1
{
  "formula": "C5H10O",
  "method": "ωB97M-V/def2-TZVPD",
  "species": ["C", "C", "C", "C", "C", "H", "H", "H", "H", "H", "H", "H", "H", "H", "H", "O"],
  "coordinates": [[0.9136, 1.6127, 0.5832], [0.5237, 0.1684, 0.7408], [1.3897, -0.8274, 0.4534], [-1.5485, -1.2580, 0.8930], [-0.9422, -0.0668, 0.9629], [1.9846, 1.7349, 0.4150], [0.6871, 2.3011, 1.4080], [0.4930, 2.1361, -0.2864], [2.4220, -0.6639, 0.2165], [1.0330, -1.8383, 0.4765], [-1.0973, -2.1443, 0.4434], [-2.6124, -1.2678, 1.0485], [-1.4213, 0.8625, 1.3184], [-1.1037, 0.6147, -2.7032], [-0.0330, -0.0015, -1.8790], [-0.2932, 0.1054, -2.8067]],
  "e_tot_ha": -271.69442,
  "de_lowest_kcal_mol": 36.5,
  "homo_ev": -9.1
}

No. 2
{
  "formula": "C45H48BrN4O2Pd",
  "method": "ωB97M-V/def2-TZVPD",
  "species": ["Pd", "C", "C", "C", "C", "C", "C", "C", "C", "C", "C", "C", "C", "N", "C", "C", "N", "C", "C", "C", "C", "C", "C", "C", "C", "C", "C", "C", "C", "C", "C", "C", "C", "C", "C", "C", "C", "C", "C", "H", "H", "H", "H", "H", "H", "H", "H", "H", "H", "H", "H", "H", "H", "H", "H", "H", "H", "H", "H", "H", "H", "H", "H", "H", "H", "H", "H", "H", "H", "H", "H", "H", "H", "H", "H", "H", "H", "H", "H", "Br", "C", "C", "C", "C", "C", "N", "C", "O", "O", "H", "H", "H", "C", "C", "C", "N", "H", "H", "H", "H", "H"],
  "coordinates": [[-1.0906, -1.0765, -0.5472], [1.9433, -1.5541, 2.6393], [2.1551, -2.8684, 1.8841], [0.8802, -3.7169, 1.8820], [2.6691, -2.7406, 0.4629], [3.7088, -3.5762, 0.0660], [4.1619, -3.6037, -1.2438], [3.5392, -2.8087, -2.1913], [2.5032, -1.9523, -1.8368], [1.7917, -1.1417, -2.9063], [2.7396, -0.1995, -3.6481], [1.0513, -2.0774, -3.8639], [2.1010, -1.8885, -0.4926], [1.1076, -0.9477, -0.1466], [1.4862, 0.2997, 0.0166], [0.5224, 1.3573, 0.0437], [-0.7660, 1.1088, -0.1394], [-1.5974, 2.2150, -0.4057], [-1.5401, 2.8064, -1.6817], [-2.3911, 3.8662, -1.9691], [-3.2706, 4.3589, -1.0158], [-3.2979, 3.7819, 0.2419], [-2.4758, 2.7060, 0.5694], [-2.6447, 2.0873, 1.9488], [-1.3546, 1.7657, 2.7073], [-3.5457, 0.8524, 1.8677], [-0.5866, 2.2733, -2.7386], [-0.0318, 3.3660, -3.6518], [-1.2456, 1.1608, -3.5567], [1.2524, 2.6357, 0.1811], [0.9097, 3.9620, 0.2603], [1.9436, 4.9315, 0.3805], [3.2718, 4.5993, 0.4143], [3.6574, 3.2331, 0.3295], [4.9831, 2.7193, 0.3312], [5.1893, 1.3694, 0.2245], [4.1227, 0.4353, 0.1128], [2.8352, 0.9048, 0.1160], [2.6332, 2.3040, 0.2212], [1.8369, -1.7682, 3.7083], [1.0428, -1.0432, 2.2957], [2.7883, -0.8724, 2.5159], [2.9291, -3.4247, 2.4248], [0.1000, -3.2437, 1.2850], [0.5017, -3.8530, 2.9004], [1.0668, -4.7012, 1.4503], [4.1638, -4.2264, 0.8061], [4.9764, -4.2601, -1.5263], [3.8601, -2.8550, -3.2265], [1.0353, -0.5317, -2.4130], [3.5080, -0.7537, -4.1951], [3.2426, 0.4785, -2.9544], [2.1846, 0.4022, -4.3738], [1.7478, -2.7386, -4.3879], [0.5032, -1.5010, -4.6144], [0.3383, -2.6935, -3.3125], [-2.3630, 4.3228, -2.9507], [-3.9256, 5.1891, -1.2524], [-3.9814, 4.1632, 0.9939], [-3.1758, 2.8444, 2.5365], [-0.8775, 0.8689, 2.3132], [-1.5920, 1.5951, 3.7626], [-0.6363, 2.5863, 2.6511], [-3.0771, 0.0787, 1.2561], [-4.5142, 1.1047, 1.4307], [-3.7121, 0.4296, 2.8632], [0.2665, 1.8296, -2.2232], [-0.7966, 3.7687, -4.3208], [0.7608, 2.9522, -4.2793], [0.3876, 4.1920, -3.0730], [-2.1373, 1.5342, -4.0695], [-1.5424, 0.3275, -2.9171], [-0.5495, 0.7804, -4.3099], [-0.1205, 4.2908, 0.2294], [1.6589, 5.9754, 0.4421], [4.0295, 5.3699, 0.5002], [5.8242, 3.3987, 0.4106], [6.2039, 0.9891, 0.2194], [4.3482, -0.6192, 0.0204], [-4.4262, 0.6397, -1.6599], [-4.4707, -1.0876, -0.8760], [-5.6797, -1.5609, -0.3960], [-5.7005, -2.8540, 0.1025], [-4.5452, -3.6111, 0.0652], [-3.3815, -3.0376, -0.4264], [-3.3462, -1.7725, -0.8653], [-2.0943, -3.8789, -0.5186], [-2.2304, -5.0836, -0.2952], [-1.0584, -3.2588, -0.8856], [-6.5609, -0.9377, -0.4255], [-6.6219, -3.2664, 0.4962], [-4.4957, -4.6361, 0.4015], [-0.6810, -2.4912, 5.6354], [-1.0631, -1.2709, 4.7985], [-1.5419, -1.6395, 3.4664], [-1.9217, -1.9049, 2.4166], [-0.3390, -2.1759, 6.6209], [0.1196, -3.0506, 5.1531], [-1.5325, -3.1594, 5.7592], [-0.2068, -0.6073, 4.6647], [-1.8467, -0.6892, 5.2867]],
  "e_tot_ha": -4815.11898,
  "de_lowest_kcal_mol": 3.6,
  "homo_ev": [-3.2, -4.8],
  "spin_multiplicity": 3,
  "total_charge": -1,
  "s2": 2.02
}

No. 3
{
  "formula": "C18H18N4O4",
  "method": "ωB97M-V/def2-TZVPD",
  "species": ["C", "O", "C", "C", "N", "C", "O", "N", "C", "C", "C", "C", "C", "C", "C", "O", "H", "H", "C", "O", "N", "H", "C", "C", "C", "N", "C", "C", "C", "H", "H", "H", "H", "H", "H", "H", "H", "H", "H", "H", "H", "H", "H", "H"],
  "coordinates": [[5.3571, 2.0505, -1.4658], [6.4927, 1.4734, -0.8639], [6.2874, 0.2066, -0.3008], [5.4296, 0.2057, 0.9833], [4.0623, -0.2466, 0.7569], [3.9115, -1.6091, 0.5578], [4.8425, -2.3786, 0.5687], [2.6269, -2.0417, 0.3405], [1.5176, -1.2345, 0.3376], [0.2417, -1.7429, 0.1138], [-0.8541, -0.8954, 0.1107], [-0.6859, 0.4694, 0.3627], [0.5751, 0.9743, 0.5904], [1.6881, 0.1342, 0.5690], [3.0290, 0.6797, 0.8022], [3.2472, 1.8547, 1.0110], [0.7352, 2.0222, 0.7922], [-1.5396, 1.1284, 0.4141], [-2.1981, -1.5150, -0.1172], [-2.4576, -2.6456, 0.2420], [-3.0803, -0.7300, -0.7765], [-2.8117, 0.1966, -1.0657], [-4.4490, -1.1313, -1.0079], [-5.4243, -0.2135, -0.3230], [-5.1869, 0.2481, 0.9697], [-5.9983, 1.0616, 1.6175], [-7.1059, 1.4557, 1.0131], [-7.4521, 1.0558, -0.2690], [-6.5909, 0.2098, -0.9479], [-6.8213, -0.1217, -1.9512], [-8.3670, 1.3995, -0.7261], [-7.7393, 2.1204, 1.5849], [-4.2986, -0.0564, 1.5091], [-4.6539, -1.1633, -2.0841], [-4.5376, -2.1464, -0.6042], [0.0891, -2.7985, -0.0534], [2.5165, -3.0380, 0.2042], [5.3781, 1.2174, 1.3888], [5.8796, -0.4673, 1.7147], [5.8403, -0.4778, -1.0370], [7.2881, -0.1556, -0.0589], [4.6044, 2.3415, -0.7269], [5.7084, 2.9407, -1.9839], [4.9039, 1.3629, -2.1918]],
  "e_tot_ha": -1216.78056,
  "de_lowest_kcal_mol": 0.0,
  "homo_ev": -9.3
}

No. 4
{
  "formula": "C2H3Cl2NO2",
  "method": "ωB97M-V/def2-TZVPD",
  "species": ["C", "C", "N", "O", "O", "Cl", "Cl", "H", "H", "H"],
  "coordinates": [[1.2781, 0.0223, -0.0142], [-0.1417, 0.2294, -0.4711], [-1.1508, 0.4022, 0.5455], [-0.7034, 0.4393, 1.6720], [-2.2637, 0.6017, 0.1117], [-0.7640, 0.7928, -1.9632], [-0.8505, -2.4103, -0.0190], [1.1770, 0.1685, 0.9597], [1.5223, -1.0172, -0.2514], [1.8968, 0.7713, -0.5698]],
  "e_tot_ha": -1203.41230,
  "de_lowest_kcal_mol": 150.1,
  "homo_ev": [-10.2, -10.2]
}

No. 5
{
  "formula": "C8H11NO3P",
  "method": "ωB97M-V/def2-TZVPD",
  "species": ["C", "C", "C", "C", "C", "C", "C", "C", "N", "O", "O", "O", "P", "H", "H", "H", "H", "H", "H", "H", "H", "H", "H", "H"],
  "coordinates": [[3.5610, 0.7819, 0.1843], [2.6237, 0.4020, 1.2051], [3.2613, 0.4254, -1.1505], [1.4307, -0.3013, 0.8690], [2.0333, -0.2155, -1.3802], [1.0914, -0.5865, -0.4362], [-2.3562, 1.5530, 0.1054], [-3.0902, -0.6410, 0.8955], [-1.9534, 0.1449, 0.4092], [-0.5798, -2.5532, 0.1909], [-0.4555, -1.9838, -2.2866], [-1.6100, -0.3884, -0.8711], [-0.4126, -1.5665, -0.8908], [4.4496, 1.3010, 0.4136], [2.8675, 0.8418, 2.1665], [3.9407, 0.6666, -1.9588], [0.8088, -0.6800, 1.6741], [1.7741, -0.4031, -2.4696], [-1.7538, 1.9664, -0.5955], [-3.3174, 1.5823, -0.1931], [-2.3443, 2.1470, 1.1306], [-2.7334, -1.7138, 1.0524], [-3.3442, -0.1452, 1.8806], [-3.8914, -0.6342, 0.0552]],
  "e_tot_ha": -933.18671,
  "homo_ev": [-1.5, -5.1],
  "spin_multiplicity": 3,
  "total_charge": -1,
  "s2": 2.05
}

No. 6
{
  "formula": "C11H10BrIrN",
  "method": "ωB97M-V/def2-TZVPD",
  "species": ["C", "C", "C", "H", "C", "C", "H", "H", "H", "H", "Ir", "Br", "C", "C", "C", "H", "C", "C", "H", "H", "H", "H", "N", "C"],
  "coordinates": [[-1.7256, -0.8445, -2.0896], [-1.6485, -1.4256, -0.7873], [-1.4716, -0.3832, 0.1776], [-1.6152, -2.5146, -0.5924], [-1.4949, 0.9120, -0.5088], [-1.6946, 0.6007, -1.9182], [-1.8399, 1.3911, -2.6542], [-1.7754, -1.3560, -3.0715], [-1.5646, -0.5188, 1.2912], [-1.2968, 1.8694, -0.0658], [0.3799, -0.0789, -1.3977], [1.3584, -2.2627, -1.1411], [2.0499, 0.5911, -2.9399], [0.8059, 1.3319, -3.0632], [-0.0779, 0.4838, -3.8640], [0.7250, 2.4345, -3.0786], [0.5245, -0.7628, -4.0735], [1.8421, -0.7402, -3.5468], [2.5558, -1.5466, -3.5530], [3.0701, 1.0027, -2.7935], [-1.0626, 0.7865, -4.2231], [0.0165, -1.6615, -4.4471], [2.3823, 1.5442, 0.3013], [1.5572, 1.1470, -0.4461]],
  "e_tot_ha": -3157.96996,
  "homo_ev": [-6.1, -8.8],
  "spin_multiplicity": 6,
  "s2": 8.78
}